P.
10
Properties=species:S:1:pos:R:3 method="wB97M-V/def2-TZVPD" smiles="O=[N+]([O-])CCI" gap_ev=9.9
I 2.940 -0.072 0.181
O -1.520 -0.608 1.164
O -2.303 0.402 -0.594
N -1.440 0.072 0.202
C -0.090 0.642 -0.042
C 0.883 -0.612 -0.183
H 1.053 -0.949 -1.187
H 0.327 1.108 0.797
H 0.384 -1.291 0.586
H -0.234 1.308 -0.925

Q.
10
Properties=species:S:1:pos:R:3 method="wB97M-V/def2-TZVPD" gap_ev=9.1
I 1.615 -1.547 1.307
O -1.066 -2.113 -0.259
O -1.843 -0.147 0.092
N -0.941 -0.916 -0.065
C 0.317 1.163 0.065
C 0.366 -0.326 -0.111
H 0.870 -0.735 -1.294
H 0.915 1.714 -0.568
H -0.675 1.482 -0.260
H 0.442 1.424 1.093

Stability ranking, top entry: P; the second entry is 68.9 kJ/mol less favorable.

P.
11
Properties=species:S:1:pos:R:3 method="wB97M-V/def2-TZVPD" gap_ev=10.6
F 0.274 0.636 -1.677
O 0.158 -2.044 1.153
O 1.494 -0.948 -0.284
C -0.717 -0.182 0.347
C 0.352 -1.051 0.419
C -0.110 1.074 -0.318
H 1.523 -0.231 -1.049
H -2.006 -0.663 0.084
H 0.741 1.398 0.287
H -0.845 1.644 -0.349
H -0.865 0.368 1.386

Q.
11
Properties=species:S:1:pos:R:3 method="wB97M-V/def2-TZVPD" smiles="O=C[C@@H](O)CF" gap_ev=11.2
F 1.706 -0.225 1.353
O -0.717 0.059 -1.522
O -0.571 2.067 -0.036
C -0.509 1.068 0.674
C -0.442 -0.348 -0.084
C 0.985 -0.896 0.104
H -1.168 0.880 -1.464
H 1.568 -0.571 -0.950
H -1.345 -1.063 0.096
H 1.066 -2.127 0.033
H -0.574 1.157 1.796

R.
11
Properties=species:S:1:pos:R:3 method="wB97M-V/def2-TZVPD" smiles="CC(=O)COF" gap_ev=10.6
F -2.760 1.099 0.190
O 0.356 -1.966 -0.410
O -1.619 0.289 0.467
C 0.349 -0.788 -0.118
C -0.878 0.118 -0.677
C 1.460 0.043 0.659
H 1.899 0.864 0.094
H -0.640 0.989 -1.241
H 2.263 -0.558 0.752
H -1.456 -0.610 -1.231
H 1.024 0.520 1.515

Stability ranking, top entry: Q; the second entry is 26.2 kJ/mol less favorable.

P.
21
Properties=species:S:1:pos:R:3 method="wB97M-V/def2-TZVPD" multiplicity=2 gap_ev="9.6 / 6.3"
O 0.956 2.386 -0.635
N -0.460 1.746 1.112
N 0.034 -0.394 -1.378
C -1.220 -1.919 0.138
C 0.779 2.412 0.705
C 1.314 -1.098 -1.295
C -0.544 0.264 1.015
C -0.952 -0.443 -0.273
H 2.002 -0.839 -0.379
H 0.251 0.673 -1.502
H -0.937 2.140 0.301
H -1.920 0.012 -0.605
H 0.815 3.449 1.147
H -1.609 -2.005 1.171
H 1.124 -2.146 -1.290
H 0.467 -0.103 1.430
H 1.935 -0.930 -2.175
H -0.233 -2.492 0.107
H -1.244 -0.117 1.757
H -2.007 -2.364 -0.499
H 1.450 1.767 1.150

Q.
21
Properties=species:S:1:pos:R:3 method="wB97M-V/def2-TZVPD" multiplicity=2 gap_ev="4.2 / 9.3"
O 1.650 -0.159 0.589
N 2.042 -0.623 -1.625
N -0.506 0.393 1.702
C -0.132 -1.386 -0.565
C -1.372 2.079 0.166
C -1.537 0.623 0.614
C 1.213 -0.747 -0.522
C -1.300 -0.420 -0.506
H -2.215 -1.037 -0.532
H -1.251 0.185 -1.418
H 0.625 0.031 1.242
H -2.285 2.612 0.445
H -0.156 -2.167 -1.333
H -0.659 2.660 0.742
H -0.223 1.277 2.110
H 2.914 -0.198 -1.493
H 1.793 -0.979 -2.481
H -2.483 0.384 1.083
H -1.253 2.127 -0.908
H -0.718 -0.095 2.555
H -0.121 -1.949 0.401

Stability ranking, top entry: Q; the second entry is 80.7 kJ/mol less favorable.

P.
80
Properties=species:S:1:pos:R:3 method="wB97M-V/def2-TZVPD" gap_ev=11.1
S 3.820 -4.928 3.256
S 7.143 -0.202 -5.253
S -4.443 3.666 -0.441
S 2.710 4.907 1.146
S 0.391 -2.624 -1.912
S -5.862 3.119 -7.273
F -4.106 0.149 6.885
F -2.157 -0.561 6.292
F -2.666 -0.553 8.451
O 3.219 3.648 0.306
O -6.732 1.733 -7.182
O -4.210 -2.467 5.879
O 1.018 -1.437 -0.985
O 4.875 -4.797 2.271
O -4.423 2.460 -6.874
O -5.865 3.603 -8.599
O 1.295 4.717 1.516
O -0.618 -3.004 -0.604
O 3.490 -3.417 3.851
O 8.426 0.300 -5.754
O 7.254 -1.134 -3.891
O 2.589 -5.649 2.944
O 4.459 -5.507 4.647
O 3.578 5.382 2.239
O -5.198 5.174 -0.310
O 6.678 -1.580 -6.065
O -3.042 4.294 -1.064
O -6.187 4.058 -6.166
O 2.844 5.933 -0.112
O -0.295 -1.999 -3.024
O -4.209 3.048 0.847
O 6.005 0.678 -5.201
O -5.129 2.708 -1.403
O 1.299 -3.757 -2.183
O -3.707 -2.991 8.049
C -1.109 -1.854 -0.002
C -3.286 5.618 -1.622
C 6.632 -2.362 -4.010
C -3.248 -5.205 6.862
C 4.194 -3.245 5.102
C 4.057 4.098 -0.704
C -3.786 -2.119 7.013
C 5.855 -2.370 -5.332
C -5.851 0.633 -7.364
C -3.136 -0.682 7.246
C -4.242 -4.347 7.742
C 0.070 -0.833 -0.045
C -4.450 6.205 -0.874
C -4.455 1.031 -6.936
C 4.082 5.656 -0.671
C 4.334 -4.612 5.740
H -2.501 -4.618 6.328
H -4.355 -4.780 8.736
H -3.698 0.734 -7.662
H 3.446 -4.757 6.354
H -1.225 -2.104 1.053
H -4.154 6.846 -0.044
H -6.386 -0.102 -6.762
H -5.936 0.239 -8.377
H -2.598 -5.824 7.479
H -5.136 6.701 -1.561
H 4.828 6.089 -0.004
H -3.517 5.519 -2.683
H 7.417 -3.112 -4.101
H -2.112 -1.672 -0.389
H 4.170 6.042 -1.687
H 5.164 -2.806 4.869
H 3.671 -2.592 5.801
H 0.657 -0.663 0.858
H -3.864 -5.810 6.196
H -2.449 6.316 -1.644
H 5.060 3.676 -0.636
H 5.170 -4.640 6.439
H -0.340 0.101 -0.430
H 5.789 -3.334 -5.838
H 6.028 -2.430 -3.106
H 5.036 -1.653 -5.284
H 3.525 3.826 -1.615
H -5.217 -4.302 7.257
H -4.375 0.530 -5.971

Q.
80
Properties=species:S:1:pos:R:3 method="wB97M-V/def2-TZVPD" smiles="CCOC(=O)C(F)(F)F.O=S1(=O)OCCO1.O=S1(=O)OCCO1.O=S1(=O)OCCO1.O=S1(=O)OCCO1.O=S1(=O)OCCO1.O=S1(=O)OCCO1" gap_ev=11.2
S -2.164 -0.658 -1.609
S -5.881 -0.668 7.355
S 4.785 -2.503 -6.060
S -8.920 3.200 -6.841
S 2.111 5.004 3.888
S 1.186 -3.314 4.391
F 12.326 -1.246 -3.219
F 10.594 -2.174 -2.312
F 10.829 -2.124 -4.432
O -8.322 1.760 -7.412
O 3.848 -1.085 -5.646
O 0.594 4.242 4.236
O -5.489 -0.056 6.076
O -6.285 -2.210 7.079
O -8.683 4.311 -7.810
O 10.284 0.828 -4.158
O 4.826 -3.297 -4.832
O 3.588 -2.967 -7.210
O -0.550 -0.235 -1.426
O -2.748 0.676 -0.735
O 1.082 -4.758 5.198
O 2.637 -3.062 4.167
O 0.504 -3.830 2.945
O 3.222 4.039 4.035
O 6.047 -2.120 -6.745
O -10.196 3.026 -6.184
O -7.413 -0.245 7.780
O -4.991 -0.631 8.520
O 0.374 -2.297 5.113
O 2.065 5.798 2.682
O -7.762 3.247 -5.681
O 1.857 5.955 5.161
O -2.424 -1.960 -0.985
O 9.168 0.027 -2.278
O -2.608 -0.428 -3.036
C 2.342 -2.363 -6.895
C 1.017 -5.813 4.249
C 0.382 -5.239 3.005
C -8.068 -1.253 8.439
C 10.976 -1.400 -3.270
C 8.440 1.269 -2.173
C 10.189 -0.109 -3.280
C -0.211 5.035 5.053
C 2.658 -1.041 -6.346
C -7.438 -2.518 7.848
C 7.130 0.931 -1.454
C 0.480 6.350 5.392
C -7.354 1.869 -5.254
C -1.734 1.203 0.094
C -0.387 0.940 -0.624
C -7.706 0.965 -6.405
H 1.845 -2.865 -6.065
H -7.021 -3.094 8.674
H -8.193 -3.078 7.297
H 8.861 2.184 -1.758
H 0.861 -5.739 2.164
H -0.190 1.800 -1.264
H -0.703 -5.343 3.015
H -1.260 5.045 4.760
H -9.132 -1.332 8.213
H -1.988 2.253 0.239
H 1.945 -6.357 4.074
H 1.720 -2.153 -7.764
H 2.769 -0.417 -7.233
H -6.797 0.509 -6.798
H 6.534 0.170 -1.958
H 7.362 0.499 -0.481
H -8.460 0.242 -6.094
H -6.282 2.044 -5.163
H 0.180 7.008 4.576
H 6.476 1.801 -1.502
H -7.872 -1.093 9.500
H -0.285 4.496 5.997
H 0.380 -6.477 4.834
H -1.815 0.710 1.062
H -7.844 1.643 -4.307
H 0.315 6.890 6.324
H 0.411 0.664 0.066
H 8.092 1.617 -3.146
H 1.887 -0.697 -5.657

Stability ranking, top entry: P; the second entry is 136.2 kJ/mol less favorable.

P.
9
Properties=species:S:1:pos:R:3 method="wB97M-V/def2-TZVPD" gap_ev="8.0 / 6.9" total_charge=-1
S -1.209 -0.039 -0.141
O -1.659 -0.365 -1.482
O -1.788 -0.853 0.911
N -1.438 1.514 0.155
C 1.758 -0.483 -0.142
H 2.268 0.479 0.221
H -1.144 1.677 1.026
H 1.649 -0.771 -1.228
H 1.562 -1.159 0.680

Q.
9
Properties=species:S:1:pos:R:3 method="wB97M-V/def2-TZVPD" smiles="C[S@](=N)(=O)[O-]" gap_ev=8.0 total_charge=-1
S 0.211 -0.580 -0.438
O 0.304 -1.838 0.304
O -0.755 -0.824 -1.718
N 1.671 -0.121 -0.759
C -0.672 0.488 0.779
H -1.297 -0.235 1.381
H 1.646 0.804 -1.145
H -1.229 1.245 0.374
H 0.121 1.062 1.223

Stability ranking, top entry: Q; the second entry is 193.8 kJ/mol less favorable.

P.
13
Properties=species:S:1:pos:R:3 method="wB97M-V/def2-TZVPD" gap_ev=10.5 total_charge=+1
O -2.195 -0.686 -0.565
O 1.332 0.913 1.497
N 0.353 0.959 -1.216
C 0.402 -0.116 -0.479
C 1.006 -0.265 0.858
H -2.794 -1.488 -0.215
H 1.785 0.808 2.378
H -2.845 0.155 -0.556
H -0.131 0.807 -2.110
H 0.452 1.910 -0.889
H 1.958 -0.973 0.683
H 0.334 -0.945 1.524
H 0.343 -1.078 -0.909

Q.
13
Properties=species:S:1:pos:R:3 method="wB97M-V/def2-TZVPD" smiles=[NH3+][C@H](O)CO gap_ev=11.1 total_charge=+1
O 0.789 1.804 0.305
O -0.062 -1.944 0.126
N -1.376 0.008 -0.349
C 1.186 0.507 0.584
C 0.133 -0.706 -0.342
H 1.066 0.504 1.638
H -1.529 0.402 0.615
H 2.118 0.271 0.100
H -0.164 -2.098 1.107
H -2.061 -0.645 -0.612
H -1.513 0.736 -1.115
H 1.015 2.036 -0.597
H 0.398 -0.876 -1.459

Stability ranking, top entry: P; the second entry is 59.1 kJ/mol less favorable.

P.
10
Properties=species:S:1:pos:R:3 method="wB97M-V/def2-TZVPD" smiles="CS(N)(=O)=O" gap_ev=10.8
S 0.707 -0.120 -0.153
O 1.561 -1.444 -0.232
O 1.474 1.002 -0.577
N 0.063 0.075 1.430
C -0.800 -0.172 -0.998
H -0.490 0.920 1.448
H -0.963 0.770 -1.478
H -1.359 -0.128 -0.134
H 0.773 0.170 2.175
H -0.966 -1.073 -1.481

Q.
10
Properties=species:S:1:pos:R:3 method="wB97M-V/def2-TZVPD" smiles="CS(N)(=O)=O" gap_ev=11.4
S 0.763 0.011 -0.049
O 1.577 -0.280 1.115
O 1.272 0.825 -1.243
N 0.240 -1.413 -0.766
C -0.686 0.960 0.628
H -0.272 -2.025 -0.122
H -0.892 0.639 1.621
H -0.362 1.920 0.663
H -1.578 0.770 -0.098
H -0.063 -1.404 -1.749

Stability ranking, top entry: Q; the second entry is 60.5 kJ/mol less favorable.

P.
17
Properties=species:S:1:pos:R:3 method="wB97M-V/def2-TZVPD" gap_ev="5.2 / 5.2" total_charge=+1
O -1.760 0.822 -1.019
O -3.215 0.058 0.708
N 1.381 -1.265 0.547
N 1.660 0.769 -0.735
C -1.095 -0.925 0.509
C 1.865 -0.588 -0.593
C 0.016 -1.601 0.847
C 1.346 1.601 0.176
B -2.089 0.075 0.010
H -4.058 0.463 0.648
H 2.473 -1.055 -1.372
H 1.977 -2.150 0.789
H -0.241 -2.411 1.558
H -2.366 1.339 -1.440
H 1.031 2.550 -0.093
H 1.995 1.042 -1.643
H 1.079 1.277 1.101

Q.
17
Properties=species:S:1:pos:R:3 method="wB97M-V/def2-TZVPD" gap_ev=9.0 total_charge=+1
O -1.772 -2.527 0.160
O -2.846 -0.282 -0.154
N -0.671 2.342 0.235
N 2.052 -0.811 0.463
C 3.121 -0.501 -0.228
C 0.235 1.479 0.336
C -0.260 -0.689 0.056
C 0.919 -1.331 0.146
B -1.766 -1.155 0.131
H 1.031 -2.501 0.243
H -2.569 -3.050 0.283
H -1.644 2.035 0.137
H 3.180 -0.779 -1.301
H 4.114 -0.310 0.350
H 1.139 1.896 0.688
H -3.713 -0.695 -0.102
H -0.418 3.215 0.525

Stability ranking, top entry: Q; the second entry is 103.8 kJ/mol less favorable.

P.
9
Properties=species:S:1:pos:R:3 method="wB97M-V/def2-TZVPD" multiplicity=3 gap_ev="6.0 / 5.9" total_charge=-1
S -1.315 -0.227 -0.053
O -1.868 -0.925 1.078
O -1.843 -0.591 -1.377
N 1.071 -1.294 0.045
C -1.366 1.495 0.334
H -0.696 2.039 -0.292
H -0.908 1.580 1.328
H 0.593 -2.178 -0.198
H 1.466 -1.477 1.074

Q.
9
Properties=species:S:1:pos:R:3 method="wB97M-V/def2-TZVPD" multiplicity=3 gap_ev="6.7 / 7.1" total_charge=-1
S 1.925 0.043 0.043
O 2.004 1.527 0.000
O 2.614 -0.583 -1.080
N 2.322 -0.761 1.345
C -2.796 0.078 -0.685
H -1.755 0.270 -0.894
H 2.400 -0.270 2.235
H -3.773 0.015 -1.266
H -2.941 -0.318 0.302

Stability ranking, top entry: Q; the second entry is 114.0 kJ/mol less favorable.

P.
27
Properties=species:S:1:pos:R:3 method="wB97M-V/def2-TZVPD" gap_ev="6.9 / 9.4"
O -0.082 -1.156 0.830
O 2.356 -0.924 0.907
N 0.589 -1.822 -1.266
C -1.578 0.974 -0.303
C 1.084 -0.264 0.839
C -0.189 -1.901 -0.292
C 0.927 0.492 2.175
C 2.177 1.276 -0.927
C -1.204 -2.966 0.024
C -0.306 1.226 -0.659
C -2.690 1.661 -1.012
C 0.973 0.639 -0.330
H 2.661 0.671 -1.743
H -1.845 0.299 0.456
H 2.086 2.211 -1.418
H -0.163 1.881 -1.554
H -1.891 -2.535 0.680
H -3.185 2.392 -0.476
H 0.942 -0.189 2.962
H -0.666 -3.828 0.579
H 2.939 1.449 -0.117
H 1.773 1.304 2.193
H -1.582 -3.426 -0.857
H -2.243 2.187 -1.933
H 2.514 -1.554 0.249
H -0.047 1.005 2.341
H -3.350 0.896 -1.347

Q.
27
Properties=species:S:1:pos:R:3 method="wB97M-V/def2-TZVPD" gap_ev=7.4
O 2.729 0.009 -1.248
O 1.064 -0.668 0.379
N -1.023 1.457 -0.143
C -1.464 2.806 -0.324
C 2.241 -0.088 -0.035
C -0.137 0.805 -0.788
C -2.075 0.596 0.700
C -1.916 -2.277 -0.757
C -1.034 -1.392 0.166
C -1.428 -0.504 1.373
C 3.199 0.178 1.108
C 0.021 -0.552 -0.625
H 4.016 0.990 0.923
H 2.482 0.561 2.061
H -2.218 -1.881 -2.079
H 0.293 1.366 -1.781
H 3.411 -0.854 1.530
H -0.712 -2.394 0.813
H -2.838 0.163 -0.096
H -2.073 -1.167 2.056
H -2.143 3.169 0.383
H -0.513 -0.363 2.111
H -2.519 1.449 1.307
H -1.176 3.638 -1.159
H -2.695 -2.814 -0.331
H -1.313 -3.088 -1.167
H 0.375 -1.138 -1.513

Stability ranking, top entry: P; the second entry is 366.2 kJ/mol less favorable.

P.
19
Properties=species:S:1:pos:R:3 method="wB97M-V/def2-TZVPD" smiles="[NH2+]=NCC[NH+]=C=CN([O-])O" gap_ev=5.3 total_charge=+1
O 3.003 -0.952 -0.484
O 4.055 1.036 -0.272
N 0.294 -0.912 0.067
N -2.673 0.457 -0.418
N 3.055 0.372 0.030
N -2.235 1.632 -0.575
C -1.090 -1.335 -0.106
C 0.635 0.183 0.584
C -2.082 -0.355 0.600
C 1.876 0.825 0.526
H -2.827 -1.014 1.190
H -1.904 2.322 0.197
H 2.024 1.712 1.023
H -1.679 0.373 1.216
H -1.471 -1.394 -1.164
H 0.939 -1.560 -0.392
H 3.851 -1.154 -0.971
H -1.162 -2.406 0.297
H -2.610 2.171 -1.347

Q.
19
Properties=species:S:1:pos:R:3 method="wB97M-V/def2-TZVPD" smiles="[NH+]#CCC[C@H](N)/[N+]([O-])=N/O" gap_ev=9.5 total_charge=+1
O 1.765 -1.465 -1.612
O 0.526 -2.374 0.605
N -0.456 -0.112 1.857
N 0.547 -1.012 -1.114
N 2.039 1.364 -1.049
N 0.224 -1.354 0.043
C -1.376 0.517 -0.226
C -0.291 1.613 -0.119
C -0.990 -0.593 0.655
C 0.934 1.252 -0.725
H -2.416 0.726 0.078
H -1.388 0.143 -1.246
H 2.030 -2.359 -1.400
H -0.266 -0.801 2.563
H -0.622 2.428 -0.662
H -1.813 -1.304 0.755
H -0.123 1.687 1.017
H 2.759 1.051 -1.776
H -1.082 0.591 2.355

Stability ranking, top entry: Q; the second entry is 228.9 kJ/mol less favorable.

P.
11
Properties=species:S:1:pos:R:3 method="wB97M-V/def2-TZVPD" gap_ev=8.5 total_charge=-1
O 2.309 -1.144 -0.860
O 0.322 -1.283 -1.895
N -1.043 0.557 -0.144
N -1.075 1.185 2.105
C 1.330 -1.751 -1.346
C -0.543 1.194 0.938
H 0.198 1.981 0.717
H -0.709 1.971 2.629
H -1.772 -0.133 -0.005
H 1.389 -2.880 -1.239
H -0.406 0.304 -0.899

Q.
11
Properties=species:S:1:pos:R:3 method="wB97M-V/def2-TZVPD" gap_ev=8.9 total_charge=-1
O -1.376 -0.660 2.351
O 0.679 0.198 1.733
N 0.104 -0.074 -0.835
N 0.364 0.374 -3.220
C 0.844 -0.069 -2.054
C -0.613 0.236 2.082
H 0.519 -0.430 -3.999
H 0.453 -0.071 0.130
H 1.941 -0.197 -1.836
H -0.870 -0.002 -0.882
H -1.120 1.307 2.126

Stability ranking, top entry: P; the second entry is 145.6 kJ/mol less favorable.